The following is a DFT calculation (ωB97M-V with the def2-TZVPD basis set) of 15 unconnected molecules or ions with the total composition C56H126O34 in a non-equilibrium geometry.

Output
* HOMO level: -9.11 eV
* orbital gap: 9.64 eV
* ΔE to the lowest compared entry with this formula, charge and spin: 0.0 kcal per mole
* 2S+1: 1

Geometry as XYZ:
```
216
C56H126O34, DFT ωB97M-V with the def2-TZVPD basis set
C 14.03 -28.70 9.84
C 12.89 -28.74 8.79
O 13.04 -27.54 8.12
C 14.12 -26.82 8.68
O 14.41 -25.75 8.19
O 14.64 -27.43 9.72
H 14.80 -29.49 9.67
H 13.48 -28.70 10.84
H 12.00 -28.76 9.32
H 13.05 -29.57 8.19
C 6.36 -24.19 10.62
C 5.80 -23.78 12.02
O 4.49 -24.36 11.96
C 4.10 -24.58 10.70
O 3.06 -25.04 10.35
O 5.18 -24.37 9.85
H 6.95 -25.11 10.60
H 6.97 -23.41 10.24
H 5.54 -22.69 12.07
H 6.28 -24.18 12.90
C 10.72 -28.43 4.04
C 9.73 -27.64 3.23
O 10.51 -26.78 2.37
C 11.87 -26.98 2.63
O 12.75 -26.42 2.07
O 11.99 -28.02 3.50
H 10.72 -29.52 3.82
H 10.65 -28.33 5.13
H 9.18 -27.06 3.91
H 9.11 -28.25 2.61
C 7.08 -24.89 6.99
C 7.05 -25.54 5.58
O 7.17 -26.91 5.81
C 6.94 -27.10 7.11
O 6.81 -28.20 7.54
O 6.94 -26.00 7.88
H 6.29 -24.25 7.06
H 7.96 -24.35 7.26
H 7.94 -25.21 5.03
H 6.17 -25.35 5.04
C 9.62 -28.08 -0.51
O 8.29 -28.06 0.05
C 7.98 -26.66 0.25
C 6.58 -26.43 0.75
O 6.42 -26.85 2.11
C 5.12 -26.84 2.64
H 9.52 -27.64 -1.54
H 10.01 -29.11 -0.44
H 10.32 -27.39 0.02
H 8.13 -26.09 -0.64
H 8.74 -26.28 0.99
H 5.86 -26.87 0.00
H 6.26 -25.34 0.75
H 4.63 -25.83 2.39
H 5.11 -26.98 3.70
H 4.44 -27.57 2.10
C 12.17 -23.86 9.35
O 11.13 -22.92 9.49
C 10.64 -22.43 8.23
C 9.46 -21.55 8.36
O 8.30 -22.16 8.97
C 7.32 -21.11 9.01
H 11.83 -24.82 8.88
H 12.63 -24.02 10.33
H 12.94 -23.37 8.73
H 10.36 -23.37 7.65
H 11.36 -21.85 7.69
H 9.23 -21.32 7.29
H 9.67 -20.64 8.91
H 6.29 -21.46 9.36
H 7.17 -20.67 7.97
H 7.64 -20.33 9.69
C 5.39 -27.31 10.44
O 5.78 -26.95 11.80
C 4.90 -27.35 12.85
C 4.68 -28.82 13.02
O 5.84 -29.48 13.45
C 5.53 -30.68 14.07
H 4.45 -26.86 10.12
H 5.42 -28.38 10.34
H 6.15 -26.89 9.78
H 3.91 -26.91 12.64
H 5.34 -26.86 13.73
H 4.35 -29.26 12.06
H 3.94 -28.96 13.80
H 5.07 -31.34 13.35
H 4.78 -30.54 14.87
H 6.37 -31.12 14.51
C 14.12 -29.23 5.39
O 14.61 -30.02 6.49
C 15.70 -30.89 6.20
C 15.62 -32.18 6.96
O 15.75 -31.74 8.34
C 14.94 -32.29 9.32
H 14.50 -29.59 4.42
H 14.37 -28.16 5.50
H 13.03 -29.29 5.30
H 16.70 -30.40 6.37
H 15.78 -31.21 5.18
H 16.47 -32.81 6.74
H 14.71 -32.75 6.67
H 15.01 -33.36 9.45
H 13.91 -32.00 9.12
H 15.35 -31.91 10.26
C 10.29 -19.01 5.59
O 8.94 -19.15 5.15
C 8.30 -17.91 5.21
C 6.84 -18.18 5.04
O 6.43 -18.94 6.10
C 5.75 -18.25 7.14
H 10.74 -18.09 5.16
H 10.72 -19.98 5.34
H 10.32 -18.96 6.68
H 8.76 -17.21 4.46
H 8.39 -17.47 6.22
H 6.55 -18.73 4.12
H 6.26 -17.26 5.00
H 5.40 -18.97 7.92
H 4.96 -17.59 6.68
H 6.48 -17.55 7.51
C 10.86 -31.90 7.85
O 10.38 -31.55 9.09
C 10.79 -32.46 10.07
C 9.94 -32.30 11.31
O 8.67 -32.91 10.92
C 7.66 -33.00 11.97
H 10.68 -32.93 7.51
H 11.94 -31.79 7.91
H 10.47 -31.15 7.20
H 11.79 -32.13 10.38
H 10.86 -33.44 9.53
H 9.87 -31.26 11.46
H 10.52 -32.79 12.14
H 6.82 -33.55 11.64
H 7.36 -31.94 12.17
H 7.99 -33.40 12.96
C 9.46 -27.77 9.81
O 10.44 -28.06 10.75
C 11.21 -27.00 11.34
C 10.45 -25.80 11.95
O 9.85 -26.05 13.20
C 8.52 -26.38 13.11
H 9.18 -28.67 9.32
H 9.97 -27.15 9.02
H 8.63 -27.25 10.31
H 11.84 -26.51 10.58
H 11.82 -27.43 12.15
H 9.86 -25.19 11.27
H 11.27 -25.08 12.24
H 8.04 -26.47 14.11
H 8.44 -27.33 12.59
H 7.98 -25.63 12.51
C 4.11 -31.95 9.65
O 5.40 -31.95 10.18
C 6.33 -31.26 9.32
C 6.99 -32.12 8.25
O 6.05 -32.61 7.32
C 6.54 -33.87 6.74
H 3.58 -32.49 10.43
H 4.17 -32.52 8.70
H 3.80 -30.85 9.50
H 7.24 -30.87 9.87
H 5.83 -30.40 8.92
H 7.47 -32.98 8.82
H 7.76 -31.64 7.79
H 6.98 -34.42 7.56
H 7.40 -33.65 6.03
H 5.65 -34.31 6.21
C 3.62 -30.32 5.16
O 3.58 -28.97 5.21
C 3.55 -28.44 6.52
C 3.04 -27.02 6.51
O 4.02 -26.10 6.04
C 3.45 -24.88 5.55
H 4.51 -30.65 5.70
H 3.70 -30.66 4.17
H 2.77 -30.80 5.66
H 4.53 -28.50 6.99
H 2.80 -28.98 7.22
H 2.94 -26.71 7.54
H 2.13 -26.93 5.92
H 2.96 -24.99 4.57
H 4.26 -24.14 5.54
H 2.61 -24.51 6.19
C 7.51 -22.58 3.26
O 8.69 -23.00 3.87
C 9.51 -23.79 3.05
C 10.71 -24.16 3.92
O 10.34 -25.08 4.96
C 11.54 -25.36 5.75
H 7.03 -21.88 3.91
H 6.87 -23.41 2.90
H 7.77 -21.95 2.36
H 9.92 -23.16 2.28
H 8.96 -24.70 2.72
H 11.09 -23.23 4.45
H 11.57 -24.57 3.36
H 12.02 -24.43 6.06
H 12.23 -25.86 5.04
H 11.31 -26.00 6.61
C 6.85 -29.67 3.47
O 7.95 -30.51 3.65
C 8.06 -31.13 4.97
C 9.22 -32.11 4.83
O 10.45 -31.41 4.71
C 11.45 -32.31 4.23
H 6.95 -29.22 2.51
H 6.87 -28.81 4.20
H 5.91 -30.13 3.67
H 7.14 -31.66 5.25
H 8.30 -30.40 5.72
H 9.20 -32.79 3.96
H 9.25 -32.73 5.77
H 11.52 -33.20 4.86
H 12.43 -31.82 4.17
H 11.18 -32.62 3.28
```